# C34H52IrN3OP2

A structure of composition C34H52IrN3OP2 at a distorted geometry (the ωB97M-V functional and the def2-TZVPD basis, the OMol25 dataset).

Cartesian coordinates (Å):
C 0.85 1.71 -2.82
C 0.39 -0.54 -3.03
C 0.74 1.92 -4.19
C 0.21 -0.42 -4.41
C 0.33 0.85 -4.99
H 0.95 2.93 -4.58
H 0.02 -1.31 -5.00
H 0.15 1.00 -6.06
N 0.35 0.58 -2.29
P 0.56 2.57 -0.23
P -0.40 -2.78 -1.00
C 1.53 2.62 -1.82
H 2.54 2.24 -1.58
H 1.65 3.62 -2.23
C -0.04 -0.11 1.67
O -0.14 -0.44 2.78
C 0.87 -1.78 -2.31
H 1.10 -2.54 -3.05
C 0.66 -4.31 -0.65
C -2.11 -3.01 -0.16
C 1.84 3.01 1.08
C -0.63 4.02 -0.66
C 1.41 -3.95 0.65
H 0.72 -3.67 1.46
H 1.99 -4.83 0.98
H 2.10 -3.12 0.50
C -0.13 -5.63 -0.49
H -0.90 -5.61 0.29
H -0.59 -5.93 -1.44
H 0.59 -6.41 -0.21
C 1.68 -4.61 -1.77
H 2.04 -5.64 -1.63
H 1.21 -4.56 -2.76
H 2.55 -3.95 -1.74
C -1.94 -3.47 1.30
H -1.49 -2.66 1.89
H -2.94 -3.67 1.71
H -1.33 -4.37 1.43
C -2.85 -1.67 -0.11
H -2.40 -1.02 0.64
H -2.82 -1.14 -1.07
H -3.90 -1.83 0.18
C -2.90 -3.98 -1.05
H -2.50 -5.00 -1.06
H -3.94 -4.04 -0.68
H -2.92 -3.60 -2.08
C -1.30 4.47 0.64
H -2.07 5.22 0.39
H -1.79 3.64 1.14
H -0.59 4.96 1.32
C -1.67 3.52 -1.67
H -1.21 3.17 -2.60
H -2.28 2.71 -1.26
H -2.35 4.36 -1.91
C 0.06 5.23 -1.33
H -0.66 6.05 -1.35
H 0.95 5.58 -0.79
H 0.34 5.03 -2.37
C 2.94 1.94 1.08
H 3.56 1.98 0.17
H 3.59 2.12 1.94
H 2.53 0.93 1.16
C 1.15 3.00 2.45
H 0.74 2.01 2.69
H 1.91 3.24 3.21
H 0.34 3.73 2.54
C 2.48 4.38 0.84
H 2.93 4.47 -0.16
H 1.78 5.22 1.00
H 3.29 4.50 1.57
Ir 0.18 0.33 -0.09
N 1.75 -0.75 -0.33
C 1.95 -1.40 -1.46
C 3.38 -1.57 -1.83
C 4.34 -1.44 -0.82
C 3.78 -1.78 -3.16
C 5.69 -1.64 -1.10
H 4.01 -1.17 0.19
C 5.13 -1.96 -3.45
H 3.02 -1.78 -3.96
C 6.09 -1.89 -2.43
H 6.42 -1.60 -0.29
H 5.43 -2.14 -4.48
H 7.14 -2.04 -2.66
C -4.85 3.10 1.58
C -4.31 1.66 1.70
C -3.05 1.48 1.02
N -2.07 1.30 0.41
H -4.16 3.82 2.04
H -5.82 3.21 2.08
H -4.98 3.38 0.53
H -4.17 1.39 2.76
H -5.04 0.95 1.27

Output
Multiplicity   6
Energy above the lowest of the compared OMol25 structures with the same formula, charge and spin   0.0 kcal/mol
Total charge   +3
Molar mass   772.98 g mol⁻¹
E_tot   -64004.8133 eV
Lowest unoccupied orbital energy (spin up / spin down)   -9.053 / -12.550 eV
Kohn-Sham gap (spin up / spin down)   5.3 / 4.7 eV

Formally, the Mulliken partial charges of the atoms, in units of the elementary charge, are as follows: number 1, C, carries -0.2136; number 2, C, carries -0.2722; number 3, C, carries -0.4898; number 4, C, carries -0.8603; number 5, C, carries -0.8968; number 6, H, carries 0.5844; number 7, H, carries 0.6310; number 8, H, carries 0.4893; number 9, N, carries 0.1138; number 10, P, carries 0.0833; number 11, P, carries -0.0870; number 12, C, carries -1.2435; number 13, H, carries 0.2744; number 14, H, carries 0.7464; number 15, C, carries 0.4860; number 16, O, carries -0.5082; number 17, C, carries 0.0730; number 18, H, carries 1.1996; number 19, C, carries 1.8842; number 20, C, carries 2.1306; number 21, C, carries 1.6444; number 22, C, carries 2.2416; number 23, C, carries -1.4060; number 24, H, carries 0.2396; number 25, H, carries 0.5004; number 26, H, carries 0.2308; number 27, C, carries -1.9855; number 28, H, carries 0.3838; number 29, H, carries 0.4417; number 30, H, carries 0.5690; number 31, C, carries -1.6938; number 32, H, carries 0.5860; number 33, H, carries 0.3213; number 34, H, carries 0.2604; number 35, C, carries -1.7203; number 36, H, carries 0.1400; number 37, H, carries 0.5210; number 38, H, carries 0.4394; number 39, C, carries -1.8075; number 40, H, carries -0.0193; number 41, H, carries 0.3236; number 42, H, carries 0.6839; number 43, C, carries -1.5841; number 44, H, carries 0.2958; number 45, H, carries 0.5109; number 46, H, carries 0.4032; number 47, C, carries -1.9891; number 48, H, carries 0.6201; number 49, H, carries 0.3385; number 50, H, carries 0.2034; number 51, C, carries -1.5312; number 52, H, carries 0.2588; number 53, H, carries 0.1282; number 54, H, carries 0.5735; number 55, C, carries -1.7032; number 56, H, carries 0.5013; number 57, H, carries 0.3081; number 58, H, carries 0.4364; number 59, C, carries -1.5595; number 60, H, carries 0.3835; number 61, H, carries 0.6605; number 62, H, carries 0.2233; number 63, C, carries -1.3187; number 64, H, carries 0.1202; number 65, H, carries 0.5423; number 66, H, carries 0.2932; number 67, C, carries -1.8143; number 68, H, carries 0.3152; number 69, H, carries 0.3633; number 70, H, carries 0.5411; number 71, Ir, carries 1.9075; number 72, N, carries 0.3167; number 73, C, carries -0.6882; number 74, C, carries 0.1630; number 75, C, carries -0.1427; number 76, C, carries 0.1315; number 77, C, carries -1.0212; number 78, H, carries 0.3904; number 79, C, carries -0.8721; number 80, H, carries 0.5108; number 81, C, carries -0.4974; number 82, H, carries 0.4962; number 83, H, carries 0.5115; number 84, H, carries 0.4861; number 85, C, carries -1.1168; number 86, C, carries -0.6656; number 87, C, carries 0.5279; number 88, N, carries -0.6533; number 89, H, carries 0.2999; number 90, H, carries 0.3964; number 91, H, carries 0.3322; number 92, H, carries 0.3253; number 93, H, carries 0.3218